Entry 1:
76
Properties=species:S:1:pos:R:3 method="wB97M-V/def2-TZVPD" homo_lumo_gap_ev="5.17 / 6.16" relative_energy_kcal_mol=0.0 e_homo_ev="-5.39 / -6.40" multiplicity=5 lumo_ev="-0.23 / -0.24" total_energy_ha=-3656.2001 s_squared=6.05
Cr -1.83201 1.44732 2.65687
Cl -0.76964 -1.68288 0.47676
Si 0.90189 -3.15107 -3.03796
Si -0.56498 0.34394 0.83915
N -3.98750 -0.89137 5.25427
N -0.70343 0.64667 4.30499
N -3.34411 0.13355 3.40209
N -0.94485 -0.36304 6.23907
C -2.82726 3.20557 1.77510
C 1.11890 -0.97869 -6.57622
C 2.74823 -3.36463 -2.91138
C 3.97501 1.16361 1.21494
C -1.17690 -1.72748 -6.35338
C -0.21671 2.04258 -1.42034
C 3.07544 2.04594 1.82043
C -2.93935 2.05209 -2.11083
C 4.83110 -2.30496 -2.19789
C 2.18446 -0.34760 0.67314
C 1.70887 1.76105 1.78473
C 5.56780 -3.38111 -2.72326
C -2.00924 2.78182 -2.86630
C -1.38028 3.41326 3.59600
C -0.80826 -2.51568 -5.25516
C -0.22337 -0.90954 -6.97820
C 1.47595 -1.77468 -5.48119
C -1.13479 1.29972 -0.66899
C -4.72428 -0.01860 3.37078
C 3.43931 -2.30588 -2.29318
C -0.65546 2.80439 -2.50948
C -2.89877 -0.42566 4.55558
C -1.52420 -0.16176 5.02932
C -3.56200 2.91155 2.97350
C 3.49797 -4.42669 -3.45804
C 3.54612 -0.05287 0.67226
C 0.49741 -2.45923 -4.72922
C -2.49232 1.28793 -1.02906
C 0.30127 0.24988 6.28182
C 0.43951 0.86372 5.06740
C -1.46980 3.53317 2.15961
C -2.67478 3.02762 4.09114
C -5.14706 -0.65255 4.50708
C 4.90322 -4.43836 -3.35868
C 1.25332 0.58953 1.15305
H -1.35528 -0.92525 6.99593
H 2.99577 -5.24072 -3.98837
H 4.25723 -0.77659 0.24799
H 0.20220 -4.44650 -2.65186
H 1.86741 -1.32049 0.28807
H -5.29579 0.31985 2.52036
H 5.47845 -5.26795 -3.78898
H 1.88943 -0.44191 -7.13790
H -3.23512 3.30001 0.76977
H -2.94116 2.90474 5.14589
H -1.53806 -3.18820 -4.79425
H -3.94196 -1.35308 6.14718
H 2.53363 -1.86809 -5.21544
H 3.40968 2.97052 2.30276
H 5.03223 1.41828 1.18368
H 0.94518 0.25407 7.15450
H -2.19726 -1.77116 -6.74499
H -4.64178 2.72683 3.01213
H -0.51014 3.68412 4.20000
H -0.51098 -0.26433 -7.81728
H -0.69471 3.91247 1.48516
H 6.66229 -3.38585 -2.63587
H 0.42651 -2.16980 -2.02039
H 0.06758 3.41304 -3.06778
H 1.01184 2.47026 2.23646
H -3.19607 0.68835 -0.44202
H 1.28143 1.39722 4.66285
H -2.35178 3.35156 -3.72916
H 2.86986 -1.45164 -1.90613
H -6.14482 -0.86853 4.86193
H -4.01200 2.07020 -2.35125
H 5.34538 -1.46024 -1.72697
H 0.83637 2.04820 -1.13632

Entry 2:
76
Properties=species:S:1:pos:R:3 method="wB97M-V/def2-TZVPD" homo_lumo_gap_ev="5.48 / 3.18" relative_energy_kcal_mol=24.1 e_homo_ev="-5.21 / -5.21" multiplicity=2 lumo_ev="0.26 / -2.03" total_energy_ha=-4252.1485 s_squared=0.75
Cu 0.46201 -0.10688 -0.72795
Cl 1.92968 0.28981 -2.54154
Si 0.32732 0.19302 -6.85163
Si 0.92131 0.32373 -4.47811
N 1.35483 3.07786 1.52950
N 2.08962 -0.41750 0.47372
N 0.52469 1.79555 -0.05936
N 3.31083 0.51931 2.05417
C 0.34769 3.16087 -4.80310
C -1.17165 -3.89133 -4.42721
C -0.37932 2.65023 -8.10814
C 1.77354 -3.36826 -9.52239
C -1.44924 -1.48261 -4.59951
C -0.57288 -1.76512 0.90580
C 0.66010 1.74574 -7.82598
C -0.18363 2.97240 -0.05513
C 2.27735 0.70604 1.18000
C 1.13594 3.96824 -9.47589
C 3.75215 -0.79229 1.91676
C -1.94661 -0.04854 0.23158
C 2.26738 -3.27590 -8.21282
C 0.83282 -2.43287 -9.97078
C -0.10631 -1.26908 -4.23395
C -1.39147 -0.70364 1.35739
C -0.06046 1.91932 -4.28044
C 1.43759 1.85741 0.92115
C 2.18128 3.08439 -9.17131
C -1.83113 4.08340 -4.29548
C 1.83243 -2.25325 -7.35948
C 0.14147 -3.68941 -3.98995
C -0.53421 4.24793 -4.79540
C 0.32326 3.79007 0.92066
C 0.41743 -1.39725 -9.12623
C 0.65746 -2.39426 -3.87601
C -1.48940 -0.71689 -0.95192
C 2.97525 -1.35776 0.93931
C -1.98510 -2.78070 -4.65512
C 0.92031 -1.28315 -7.81559
C -1.30956 1.80417 -3.66890
C -2.21133 2.86704 -3.72061
C -0.62718 -1.80883 -0.52750
C 1.94248 1.97245 -8.35497
C -0.13692 3.76223 -8.92261
H -1.91166 -0.64228 -1.94771
H -3.20543 2.73489 -3.28882
H -1.60046 0.87286 -3.17462
H 2.24429 0.36879 -5.10653
H -2.08346 -0.63639 -4.86997
H -0.03471 -2.47380 1.53158
H 0.41842 -2.51741 -10.97955
H 1.31377 4.81360 -10.14622
H 2.10515 -4.17472 -10.18184
H 2.99861 -2.35742 0.53682
H -0.95171 4.45582 -9.15438
H 0.02856 4.78028 1.22155
H 3.64812 1.22185 2.70497
H -1.55812 -4.89878 -4.60186
H -0.98292 3.13921 -0.76480
H 1.67675 -2.27559 -3.50052
H 1.33974 3.26148 -5.25870
H 1.94339 3.39031 2.29522
H 2.98637 -4.01864 -7.85168
H -3.04973 -2.91551 -4.86248
H -0.30034 -0.66612 -9.50777
H -1.60454 -0.46844 2.40240
H 4.55510 -1.20382 2.49735
H -1.37894 2.47200 -7.70152
H -0.31682 -2.62295 -1.17714
H -2.65811 0.77936 0.25089
H 2.74922 1.26321 -8.14383
H -2.54601 4.90780 -4.34814
H -1.13592 0.10522 -6.75495
H 2.21723 -2.19286 -6.33614
H 3.17544 3.23587 -9.59773
H 0.76920 -4.54181 -3.72600
H -0.21497 5.22738 -5.17059

Entry 3:
74
Properties=species:S:1:pos:R:3 method="wB97M-V/def2-TZVPD" homo_lumo_gap_ev="6.71 / 5.08" e_homo_ev="-16.54 / -16.51" multiplicity=5 lumo_ev="-9.83 / -11.42" total_energy_ha=-4912.2758 total_charge=+3 s_squared=6.50
Ge 2.60958 0.15257 -0.19204
Fe 0.15312 -0.40035 -0.08458
N -1.57554 -1.55081 0.17056
N 0.16190 0.08465 1.90587
N -0.27184 -0.27970 -2.07166
N -1.35100 1.20726 -0.07550
C 4.48399 2.39725 2.85487
C 0.03469 -1.23613 -2.96718
C 3.08585 3.06033 0.49765
C -0.29912 -1.12267 -4.29741
C 3.92980 1.40794 2.07586
C 2.46287 3.44803 -0.69339
C 0.55541 -0.73994 2.89262
C 3.22413 -1.46800 0.70724
C -0.49669 1.21873 2.21158
C 4.75188 -0.00412 -2.02887
C 3.22434 1.69045 0.87883
C -1.58428 -2.89987 0.20232
C -3.95425 -1.56434 0.16180
C 3.39667 0.33346 -1.94201
C -2.69634 0.61736 0.16179
C -0.91911 2.06990 1.03926
C -0.93462 0.82058 -2.46718
C 5.43052 0.11649 -3.23505
C 0.33686 -0.44896 4.22196
C 2.38927 4.79893 -1.07539
C -0.74918 1.56726 3.52312
C -0.96039 0.02315 -4.71782
C 4.76527 0.56576 -4.36700
C -0.32014 0.72974 4.54279
C -1.28611 1.00311 -3.79017
C -1.24407 1.84707 -1.39804
C -3.95833 -2.94739 0.19776
C 3.56178 5.43336 0.92088
C 4.34214 3.74667 2.47952
C -2.74198 -0.89773 0.15436
C -2.74851 -3.63212 0.22177
C 2.92703 5.78643 -0.27670
C 3.42189 0.90776 -4.28964
C 3.65298 4.08621 1.31049
C 2.74039 0.79138 -3.08621
H 2.06562 2.69080 -1.35873
H -4.88249 -1.00766 0.14197
H 1.92109 5.06643 -2.01377
H 2.87639 6.82468 -0.57534
H -1.69447 2.77756 1.34380
H -2.15603 2.38947 -1.65869
H -0.04591 -1.91659 -4.98576
H -0.61976 -3.39396 0.21281
H 2.77931 -2.35474 0.25293
H 0.66213 -1.14168 4.98537
H 5.29466 0.65341 -5.30604
H 3.99795 6.20065 1.54927
H 1.69726 1.08350 -3.04960
H 5.03606 2.14502 3.75056
H 5.30155 -0.35455 -1.16254
H 4.07048 0.37995 2.38374
H -0.05702 2.65100 0.70115
H 3.02269 -1.47870 1.77517
H 0.56430 -2.10558 -2.59772
H -0.51509 0.98509 5.57624
H 4.30283 -1.53298 0.55339
H -1.82149 1.89573 -4.08765
H -3.39857 0.99604 -0.58342
H -1.22998 0.14915 -5.75847
H -1.29059 2.47858 3.74189
H 2.90538 1.26347 -5.17218
H -2.71274 -4.71174 0.25167
H 6.47934 -0.14288 -3.29022
H 4.78008 4.52720 3.09031
H 1.04068 -1.66036 2.59840
H -4.89547 -3.48863 0.20529
H -3.06718 0.96560 1.12871
H -0.43802 2.58350 -1.36590

Entry 4:
72
Properties=species:S:1:pos:R:3 method="wB97M-V/def2-TZVPD" homo_lumo_gap_ev=5.92 relative_energy_kcal_mol=36.6 e_homo_ev=-10.84 multiplicity=1 lumo_ev=-4.91 total_energy_ha=-1572.2682 total_charge=+1
N -0.29568 6.78791 4.27159
N -5.15787 -0.30570 2.95137
N 5.21624 -0.27994 2.96118
N 0.08091 4.59827 4.07370
C -0.75324 8.05601 4.82631
C 0.62914 5.21914 2.96596
C -2.78828 -0.20515 2.31290
C -1.24805 1.19455 3.58268
C 1.33104 4.72152 1.86602
C -6.77306 -3.88148 4.51078
C 6.74148 -3.90820 4.47069
C -0.46658 5.55580 4.83172
C 2.78330 -0.52462 2.68099
C -5.65995 -1.51060 3.52513
C -3.83205 0.12816 3.19883
C -5.63718 -0.03436 1.59097
C 5.91202 -3.91442 3.34322
C 0.39994 6.61075 3.06875
C -1.53105 0.35398 2.46301
C -7.07626 -2.65865 5.12124
C -5.37584 -2.73535 2.90262
C 5.70805 -1.51121 3.48517
C 0.02759 1.71225 3.91539
C 7.04938 -2.70055 5.11013
C 6.52897 -1.50140 4.62670
C -2.33309 1.55702 4.43197
C 3.88907 0.12490 3.25805
C 1.27708 1.08936 3.72107
C -3.58630 1.01284 4.26849
C 2.41809 1.72962 4.29410
C -6.52090 -1.47309 4.63687
C 0.83390 7.52290 2.12152
C 5.65789 0.02533 1.59546
C 1.53947 7.00830 1.01790
C 1.78408 5.62966 0.89748
C -5.91053 -3.91791 3.40862
C 3.68837 1.23561 4.10346
C 5.42005 -2.71437 2.83118
C 1.49600 -0.13077 3.00427
H -6.75468 -0.50360 5.08010
H -0.76772 0.17842 1.70394
H -4.41508 1.26534 4.93166
H 5.44713 1.07950 1.38586
H 5.64781 -4.84937 2.84886
H 1.90446 7.68333 0.24274
H 2.25580 2.63115 4.88370
H -5.16172 -0.70432 0.86099
H -2.98188 -0.91894 1.50698
H 0.62368 8.58499 2.25408
H 2.33659 5.26170 0.03110
H -4.73638 -2.73662 2.01709
H 5.13965 -0.60378 0.85687
H -7.21059 -4.80708 4.88742
H 0.03700 2.62101 4.51091
H 2.95279 -1.36194 1.99858
H -0.46108 8.85624 4.14053
H -1.84714 8.04884 4.94264
H 6.75462 -0.53923 5.09015
H 6.73537 -0.15772 1.53045
H 7.69965 -2.68822 5.98510
H -0.99160 5.43033 5.77379
H -5.39766 1.00441 1.33693
H -5.65432 -4.86340 2.93025
H -7.75318 -2.62568 5.97566
H 4.56105 1.68598 4.57790
H 1.49502 3.64650 1.81909
H 7.15133 -4.84569 4.84825
H 0.65226 -0.74036 2.68930
H 4.80419 -2.69144 1.92943
H -2.13512 2.26742 5.23499
H -0.29832 8.22938 5.81304
H -6.72126 -0.18280 1.56682

Entry 5:
76
Properties=species:S:1:pos:R:3 method="wB97M-V/def2-TZVPD" homo_lumo_gap_ev=6.75 relative_energy_kcal_mol=0.0 e_homo_ev=-13.45 multiplicity=1 lumo_ev=-6.70 total_energy_ha=-4783.7630 total_charge=+2
Ir -1.15662 1.61959 2.04146
Se -2.48450 0.19272 3.28826
S -1.26201 3.94195 2.25023
P -2.28737 1.37856 0.15812
O 1.76587 1.94550 -0.99651
N -0.86469 5.94202 0.61931
N 0.49627 1.69686 0.80014
C -1.50950 -1.14527 -2.92815
C -6.03492 2.47854 1.20783
C -1.42108 -1.26309 -0.14971
C -1.04194 0.27928 4.54627
C 1.20936 0.48495 6.15404
C -0.26028 6.89904 -0.10963
C -1.12496 -2.31761 -2.28963
C 0.03618 3.87094 -2.08477
C -2.24786 4.44137 -2.56130
C 1.64367 0.77280 1.03544
C 1.81302 5.85691 0.36917
C 0.51822 1.62754 5.79910
C -0.22041 4.93828 1.26133
C -0.34607 -0.87544 4.90917
C -0.89414 4.61724 -2.79689
C -1.76120 2.74412 -0.91919
C -6.24627 0.53506 -0.20345
C 3.33767 -0.25420 2.52773
C 1.09946 6.87845 -0.25873
C -1.08065 -2.37646 -0.90395
C -1.84649 -0.02854 -2.18135
C 2.17546 0.73653 2.46641
C 2.61778 1.24468 -0.04342
C -0.39102 2.95328 -1.13294
C 1.16363 4.89686 1.12170
C 0.61549 2.18372 -0.38604
C -2.68191 3.49835 -1.63259
C -6.82736 1.53307 0.56349
C -4.65848 2.42424 1.08448
C 2.57075 2.09495 3.03150
C 0.76953 -0.76619 5.71731
C -4.07123 1.42476 0.30154
C -1.80548 -0.08318 -0.78543
C -0.61879 1.53425 4.99568
C -4.86578 0.47640 -0.33942
H -6.86572 -0.20295 -0.69460
H -0.55832 5.32304 -3.54502
H -6.49476 3.24771 1.81371
H 1.36648 0.34060 3.09192
H 1.59242 7.64501 -0.83768
H 1.27640 -0.23034 0.79211
H -1.87502 5.95607 0.71415
H 3.35780 1.95398 0.32582
H 1.70477 2.75422 3.11944
H -4.03509 3.14487 1.60141
H 1.09537 3.99325 -2.26911
H 3.35103 2.58338 2.44256
H -0.78710 -3.29294 -0.40958
H 2.07886 0.55422 6.79438
H 3.05163 -1.23624 2.14690
H 1.30262 -1.65904 6.01748
H -3.74219 3.33505 -1.48540
H -0.86093 -3.18784 -2.87576
H -0.90284 7.65091 -0.54465
H 0.83515 2.59532 6.16522
H 2.96835 1.96525 4.03781
H -4.41453 -0.30663 -0.93457
H 3.67358 -0.37938 3.55633
H 3.11350 0.44053 -0.57647
H -0.68403 -1.84555 4.56755
H 1.71920 4.12978 1.63568
H -1.21845 2.41530 4.80047
H -2.14270 0.88299 -2.68733
H -2.97583 5.01413 -3.12123
H -1.54680 -1.10188 -4.00832
H -1.40237 -1.31254 0.93128
H 4.19362 0.10000 1.94686
H -7.90358 1.57281 0.66860
H 2.89193 5.82615 0.28244

Entry 6:
74
Properties=species:S:1:pos:R:3 method="wB97M-V/def2-TZVPD" homo_lumo_gap_ev="7.02 / 7.12" relative_energy_kcal_mol=0.0 e_homo_ev="-10.21 / -10.19" multiplicity=2 lumo_ev="-3.20 / -3.07" total_energy_ha=-3223.7176 total_charge=+1 s_squared=0.79
Te -0.10423 2.01648 1.96135
Mn 1.11694 0.10923 0.32100
P 1.81243 1.23894 -1.52945
N 3.44639 0.72419 -1.52517
N 2.96383 -0.79247 0.17865
C -2.83750 0.99382 2.75986
C 0.34893 0.19957 -5.74677
C -3.31866 2.31248 2.20309
C 0.33604 -1.04310 3.49168
C -2.07334 -1.47127 3.79366
C -4.52440 -3.56112 -0.49867
C -0.12607 -0.51581 -4.65849
C -3.48891 -2.70040 -0.17159
C 5.09602 -0.92989 -0.90498
C -1.09320 -0.60274 3.33401
C 3.09409 5.09404 -1.03728
C -2.21596 -2.89261 -0.70638
C -0.22937 -1.21800 -0.14935
C 3.83753 -0.34642 -0.74438
C 5.43927 -1.99841 -0.11169
C 1.19246 0.85070 -3.18616
C 1.26726 2.12047 3.59220
C 0.86975 5.15426 -1.95490
C -2.00109 -3.96787 -1.57169
C -4.30244 -4.62672 -1.35997
C 4.52380 -2.48548 0.82622
C -3.42066 -1.14295 3.76178
C 0.84678 3.77040 -1.99724
C -1.48416 0.63837 2.80860
C -3.03743 -4.82841 -1.89476
C 0.29542 -0.19766 -3.37459
C -3.77919 0.09417 3.24475
C -1.13501 -1.99672 -0.38193
C 3.07184 3.70529 -1.06586
C 1.66560 1.57463 -4.28320
C 1.95532 3.04008 -1.56140
C -4.45452 -2.10782 4.27391
C 1.24801 1.24496 -5.56115
C 1.99640 5.81583 -1.48030
C 3.31027 -1.86029 0.92666
H -3.64839 -1.86713 0.49777
H 6.40911 -2.46428 -0.22443
H -2.85964 -5.65863 -2.56577
H 5.77530 -0.54381 -1.65275
H 2.35042 2.40198 -4.13671
H 0.40702 -2.12981 3.48824
H 4.75353 -3.33595 1.45022
H 2.55498 -2.21614 1.61225
H -0.02108 3.24878 -2.38407
H 1.61305 1.80485 -6.41188
H 4.05589 0.97228 -2.29116
H -0.83148 -1.32293 -4.80570
H 0.01277 5.71707 -2.30001
H 1.96784 2.92411 3.37552
H 0.69310 2.35694 4.48242
H -4.40521 2.36152 2.22334
H -5.11231 -5.29768 -1.61441
H -2.93345 3.15099 2.78630
H -2.99872 2.45409 1.17004
H -1.77119 -2.43375 4.19307
H 3.96984 5.61192 -0.66914
H 0.76723 -0.67617 4.42386
H 1.80424 1.18793 3.71588
H -4.30607 -2.30097 5.33740
H -5.46175 -1.71828 4.13644
H -0.08036 -0.74472 -2.51648
H -4.38291 -3.06453 3.75526
H -1.00970 -4.11667 -1.98040
H 0.95545 -0.66673 2.67442
H 3.92809 3.14223 -0.71528
H -4.82784 0.36720 3.20896
H 0.01510 -0.05168 -6.74508
H 2.01953 6.89725 -1.45564
H -5.51062 -3.40103 -0.08254